Entry from OMol25: a structure of composition C24H28ClN2O5PV in a non-equilibrium geometry (the ωB97M-V functional and the def2-TZVPD basis).

2S+1: 2
LUMO level (spin up / spin down): -7.85 / -7.30 eV
M: 541.9 g mol⁻¹
electronic energy: -86051.3785 eV
HOMO (spin up / spin down): -14.52 / -14.52 eV
net charge: +2
expectation value of S²: 0.76

Atoms and positions in Å:
V (0.017, -0.368, 0.486)
Cl (-5.686, -2.592, -3.196)
C (-4.222, -2.320, -2.345)
C (-3.565, -3.391, -1.736)
C (-2.379, -3.192, -1.053)
C (-1.861, -1.914, -0.968)
O (-0.673, -1.721, -0.320)
C (-2.504, -0.820, -1.571)
C (-1.909, 0.485, -1.600)
N (-0.882, 0.833, -0.896)
C (-0.183, 2.050, -1.127)
C (-0.699, 3.223, -1.606)
C (0.159, 4.320, -1.829)
C (1.501, 4.232, -1.581)
C (2.049, 3.036, -1.061)
C (3.418, 2.836, -0.767)
C (3.842, 1.645, -0.236)
C (2.905, 0.642, 0.039)
N (1.624, 0.782, -0.263)
C (1.189, 1.954, -0.821)
C (-3.692, -1.049, -2.279)
H (-3.988, -4.383, -1.813)
H (-1.854, -4.018, -0.594)
H (-2.317, 1.190, -2.321)
H (-1.757, 3.330, -1.808)
H (-0.261, 5.240, -2.211)
H (2.154, 5.074, -1.770)
H (4.126, 3.633, -0.957)
H (4.882, 1.473, -0.002)
H (3.194, -0.281, 0.525)
H (-4.198, -0.230, -2.772)
C (-0.852, -2.152, 6.114)
C (0.217, -1.988, 5.059)
C (0.513, -3.271, 4.315)
C (1.465, -1.315, 5.587)
O (-0.437, -1.053, 4.034)
P (0.179, -0.146, 2.985)
O (1.136, -0.836, 1.980)
O (-0.930, 0.237, 1.913)
O (0.872, 1.102, 3.537)
C (0.300, 2.340, 4.219)
C (-0.006, 3.307, 3.095)
C (-0.933, 1.944, 5.003)
C (1.431, 2.812, 5.102)
H (-0.491, -2.841, 6.878)
H (-1.762, -2.564, 5.682)
H (-1.080, -1.200, 6.592)
H (0.921, -3.998, 5.017)
H (1.248, -3.111, 3.527)
H (-0.398, -3.688, 3.887)
H (1.918, -1.958, 6.341)
H (1.234, -0.359, 6.057)
H (2.205, -1.164, 4.797)
H (-0.801, 2.927, 2.451)
H (0.889, 3.499, 2.501)
H (-0.340, 4.254, 3.521)
H (-1.718, 1.554, 4.352)
H (-1.330, 2.827, 5.504)
H (-0.695, 1.205, 5.768)
H (2.322, 3.023, 4.512)
H (1.673, 2.069, 5.860)
H (1.127, 3.729, 5.607)

Atomic partial charges in e from the Löwdin method, atoms 1 to 2: 1.1689, 0.7658

***

Entry from OMol25: a structure of composition C24H28I3N2OTc in a non-equilibrium geometry (the ωB97M-V functional and the def2-TZVPD basis).

2S+1: 2
LUMO level (spin up / spin down): -3.15 / -3.78 eV
M: 839.2 g mol⁻¹
electronic energy: -56865.8841 eV
HOMO (spin up / spin down): -10.40 / -10.55 eV
net charge: +1
expectation value of S²: 0.76

Atoms and positions in Å:
Tc (-0.674, -0.024, -0.008)
C (-1.000, 0.075, 2.136)
C (0.287, 0.692, 1.936)
C (1.176, -0.284, 1.452)
C (0.480, -1.514, 1.344)
C (-0.842, -1.326, 1.840)
C (-1.785, -2.429, 2.178)
C (1.097, -2.806, 0.911)
C (2.623, -0.067, 1.156)
C (0.663, 2.086, 2.307)
C (-2.036, 0.621, 3.068)
H (-1.484, -2.868, 3.132)
H (-1.772, -3.231, 1.443)
H (-2.802, -2.073, 2.284)
H (1.904, -3.070, 1.597)
H (1.542, -2.741, -0.081)
H (0.376, -3.619, 0.908)
H (2.827, 0.965, 0.868)
H (2.998, -0.742, 0.383)
H (3.214, -0.272, 2.051)
H (1.207, 2.060, 3.255)
H (-0.214, 2.712, 2.444)
H (1.314, 2.552, 1.569)
H (-1.671, 0.520, 4.090)
H (-2.978, 0.082, 2.979)
H (-2.240, 1.674, 2.875)
I (3.387, 6.273, -1.485)
C (1.932, 4.818, -1.167)
C (0.796, 5.121, -0.418)
C (-0.154, 4.140, -0.195)
I (-1.873, 4.612, 0.893)
C (0.002, 2.839, -0.686)
O (-0.916, 1.923, -0.395)
C (1.110, 2.579, -1.506)
C (1.145, 1.315, -2.311)
N (1.071, 0.064, -1.513)
C (1.128, -1.088, -2.426)
C (0.202, -2.193, -2.041)
C (0.293, -3.445, -2.627)
C (-0.726, -4.357, -2.425)
C (-1.815, -3.977, -1.654)
C (-1.816, -2.725, -1.074)
N (-0.808, -1.850, -1.229)
C (2.071, 3.560, -1.728)
H (0.654, 6.112, -0.012)
H (2.045, 1.296, -2.935)
H (0.280, 1.302, -2.982)
H (1.861, 0.052, -0.875)
H (2.149, -1.428, -2.612)
H (0.744, -0.741, -3.392)
H (1.140, -3.678, -3.258)
H (-0.682, -5.337, -2.879)
H (-2.654, -4.637, -1.493)
H (-2.636, -2.399, -0.452)
H (2.917, 3.340, -2.366)
I (-4.484, -0.741, 0.368)
C (-2.749, 0.399, -0.200)
H (-2.945, 1.371, 0.242)
H (-2.879, 0.508, -1.279)

Atomic partial charges in e from the Löwdin method, atoms 1 to 2: 1.4583, -0.3262